# 1
Formula: C7H12Cl2O
Source: the OMol25 dataset
Level of theory: ωB97M-V/def2-TZVPD

## Properties
Electronic energy   -1269.30780 Eh
Energy relative to the best compared isomer or geometry (same formula, charge and spin)   6.1231 eV
LUMO energy (spin up / spin down)   0.562 / -0.603 eV

Last column: Löwdin charge in e.
CARTESIAN COORDINATES (ANGSTROEM)
1 C -1.93256 -0.17180 -1.49495  -0.09
2 C -0.58027 -0.12771 -1.85359  -0.28
3 C 0.26189 0.61213 -2.78470  -0.05
4 C -0.03733 -1.24959 2.03736  -0.18
5 C 0.05564 1.26451 1.60381  -0.12
6 C 1.51671 -0.43938 0.28948  -0.59
7 C 0.70709 -0.03990 1.46484  -0.81
8 O -1.19460 -1.34005 -1.85181  0.04
9 Cl 2.45365 0.74774 -0.40178  0.75
10 Cl 2.00972 -0.09048 2.95515  0.48
11 H -2.27669 -0.22533 -0.55722  0.06
12 H -2.68687 0.04660 -2.15919  0.10
13 H 1.01508 1.01023 -2.07273  0.00
14 H -0.49190 1.22531 -3.23007  0.08
15 H 0.68623 0.14931 -3.66984  0.09
16 H -0.29517 -1.25286 3.07979  0.05
17 H 0.57975 -2.25190 1.96323  0.12
18 H -1.01491 -1.27967 1.47603  0.09
19 H 0.52632 1.95893 1.08581  0.01
20 H -0.88145 1.34778 1.16733  0.06
21 H -0.16596 1.62480 2.64568  0.12
22 H 1.74560 -1.51869 0.30737  0.09

# 2
Formula: C5H8BrN
Source: the OMol25 dataset
Level of theory: ωB97M-V/def2-TZVPD

## Properties
Electronic energy   -2824.02010 Eh
SMILES   [H]/N=C(Br)/C(C)=C/C
Energy relative to the best compared isomer or geometry (same formula, charge and spin)   0.7976 eV
LUMO energy   0.573 eV

Last column: Löwdin charge in e.
CARTESIAN COORDINATES (ANGSTROEM)
1 H -2.41143 2.47679 -0.20722  0.12
2 N -1.52675 1.90340 0.01019  0.08
3 C -1.59849 0.70782 0.04677  -0.76
4 Br -3.29525 -0.38094 0.05200  0.60
5 C -0.40467 -0.06263 0.03823  -0.32
6 C -0.36128 -1.57565 -0.24091  -0.10
7 C 0.70297 0.73599 0.19611  -0.10
8 C 2.07970 0.19620 0.17354  -0.09
9 H -0.83261 -2.31001 0.52107  0.10
10 H -0.84353 -1.70467 -1.23088  0.07
11 H 0.70857 -1.86264 -0.34543  0.04
12 H 0.59454 1.77718 0.27968  0.09
13 H 2.75972 0.58419 -0.60400  0.08
14 H 2.04047 -0.99762 0.10222  0.10
15 H 2.38803 0.51259 1.20863  0.09